{
  "formula": "C9H25BN4OP2Sc",
  "method": "wB97M-V/def2-TZVPD",
  "symbols": ["Sc", "H", "H", "P", "P", "C", "H", "H", "H", "C", "H", "H", "H", "C", "H", "H", "H", "C", "H", "H", "H", "C", "H", "H", "H", "C", "H", "H", "H", "C", "O", "H", "H", "H", "H", "B", "N", "H", "N", "C", "N", "C", "N"],
  "positions_angstrom": [[-0.195, -0.083, 0.643], [-0.005, 2.453, -0.799], [0.607, 0.565, -1.810], [2.323, 0.152, 0.648], [-2.382, -0.273, -0.638], [-3.531, 0.163, 0.714], [-4.552, 0.174, 0.308], [-3.456, -0.582, 1.515], [-3.277, 1.153, 1.109], [-2.846, 1.010, -1.863], [-2.738, 0.601, -2.880], [-3.902, 1.267, -1.676], [-2.214, 1.899, -1.721], [-3.228, -1.717, -1.304], [-3.082, -2.539, -0.596], [-4.301, -1.511, -1.401], [-2.817, -1.988, -2.283], [2.865, 1.903, 0.684], [3.912, 1.939, 1.019], [2.749, 2.402, -0.288], [2.217, 2.404, 1.414], [2.863, -0.381, 2.320], [2.763, -1.472, 2.405], [3.914, -0.090, 2.471], [2.240, 0.087, 3.096], [3.616, -0.597, -0.364], [3.777, -0.018, -1.281], [4.526, -0.582, 0.252], [3.367, -1.632, -0.624], [0.335, -1.715, -0.890], [0.741, -2.236, -1.871], [1.587, 1.119, -3.029], [-0.044, 0.958, -3.276], [-0.383, 3.219, -2.712], [1.466, 3.257, -2.027], [0.440, 2.663, -2.062], [0.660, 1.224, -2.601], [-0.282, 1.796, -0.066], [-0.560, -1.328, 2.326], [-0.751, -2.030, 3.263], [-1.028, -2.659, 4.307], [-0.780, -3.931, 4.608], [-0.612, -5.045, 4.958]],
  "atomic_forces_ev_per_a": [[-1.12, -1.50, 3.27], [-0.14, 0.01, 0.34], [0.24, 0.11, -0.74], [2.55, 0.70, 0.66], [-2.35, 0.54, -0.89], [0.46, 0.00, 0.54], [0.30, 0.04, 0.10], [-0.12, 0.21, -0.08], [-0.21, -0.11, 0.07], [0.43, 0.06, 0.00], [-0.04, 0.30, 0.29], [0.43, -0.05, -0.22], [-0.39, -0.11, -0.26], [0.43, -0.69, -0.01], [-0.16, -0.09, -0.26], [0.28, 0.05, 0.02], [-0.11, -0.10, 0.18], [-0.56, 0.09, -0.01], [-0.34, 0.00, -0.11], [0.08, -0.15, 0.31], [0.32, 0.20, -0.11], [-0.52, -0.26, 0.23], [0.05, 0.28, 0.06], [-0.37, -0.05, -0.15], [0.20, -0.16, -0.15], [-0.09, -0.45, -0.50], [0.04, -0.18, 0.18], [-0.15, -0.02, -0.33], [0.24, 0.16, 0.03], [2.74, -3.37, -6.22], [-2.49, 2.79, 5.76], [-0.28, -0.03, 0.02], [-0.15, -0.15, -0.29], [-0.44, -0.04, 0.37], [0.19, -0.06, 0.57], [0.23, 1.40, -1.01], [0.45, -1.02, 0.33], [0.04, 0.31, -0.26], [0.58, 2.17, -2.84], [-0.74, -1.87, 2.81], [0.50, 1.05, -1.80], [0.37, -3.01, 1.12], [-0.40, 3.00, -1.03]],
  "charge": 2,
  "multiplicity": 2,
  "s2": 0.754,
  "gap_ev": [5.57, 5.61],
  "homo_ha": [-0.5403, -0.5404]
}